A cluster of 11 separate species, C19H19Cl40F3N3 in total in a non-equilibrium geometry, computed with the ωB97M-V functional and the def2-TZVPD basis.

Structure (XYZ):
```
84
Properties=species:S:1:pos:R:3:forces:R:3
C -2.1135 3.3522 -4.4772 0.172 -0.110 0.122
C -0.9814 2.9921 -3.4942 -0.540 0.302 0.235
C -1.1407 1.5619 -3.0068 0.215 -0.599 -1.078
C -1.0319 0.5963 -4.2247 0.291 0.309 0.176
N -0.1147 1.1273 -2.0062 -0.334 0.408 0.297
C -0.6300 0.2560 -0.9333 -0.487 -0.178 0.146
C -1.2749 0.8874 0.3002 0.234 -0.120 -0.298
C -2.5878 1.5980 0.1009 -0.245 0.263 0.782
F -2.4898 2.7882 -0.5363 -0.121 -0.457 0.090
F -3.1197 1.8528 1.3298 0.069 -0.050 -0.838
F -3.4761 0.8377 -0.5794 0.305 0.345 0.163
C 0.7851 2.0796 -1.5857 0.252 0.023 -0.009
N 0.4495 3.2065 -0.7964 0.223 -0.518 -0.194
N 2.0304 1.9068 -1.9042 -0.134 -0.323 0.083
C 2.5891 0.8100 -2.6847 0.437 -0.061 -0.388
H -2.7370 4.1241 -4.0414 -0.079 0.194 -0.067
H -1.7232 3.7017 -5.4255 -0.047 0.118 -0.156
H -2.7644 2.5059 -4.6743 -0.034 -0.142 -0.089
H -0.0029 3.1307 -3.9581 0.134 -0.070 -0.105
H -1.0746 3.7141 -2.6855 0.233 -0.296 0.116
H -2.1404 1.4157 -2.6130 0.003 0.263 0.502
H -0.2463 -0.1312 -4.0526 -0.076 -0.286 0.103
H -0.7404 1.1433 -5.1171 -0.070 0.070 -0.170
H -1.9630 0.0821 -4.4299 -0.107 -0.118 -0.036
H -1.3731 -0.3874 -1.3970 0.012 -0.089 -0.226
H 0.1461 -0.4037 -0.5613 0.157 0.031 -0.205
H -0.5786 1.5226 0.8370 -0.120 0.295 0.092
H -1.4935 0.0675 0.9772 -0.107 -0.200 0.104
H 1.0153 3.1985 0.0471 0.020 0.264 0.091
H 0.6178 4.0628 -1.3171 -0.167 0.202 0.148
H 2.6963 2.5857 -1.5642 0.041 0.167 0.087
H 3.4117 1.2081 -3.2696 0.093 0.102 -0.035
H 1.8599 0.3932 -3.3613 -0.296 0.007 0.068
H 2.9890 0.0303 -2.0453 -0.069 -0.062 0.217
C 2.3373 -1.9880 1.8580 0.027 -0.298 0.274
Cl 1.9251 -1.2622 3.4110 -0.036 0.065 -0.079
Cl 3.9523 -2.6720 1.9337 -0.100 0.164 0.027
Cl 1.1676 -3.2440 1.4655 0.079 0.187 -0.172
Cl 2.2949 -0.7317 0.5885 0.190 0.104 0.057
C 2.2182 -5.7363 4.7549 0.029 -0.038 0.050
Cl 0.6764 -4.9158 4.4638 0.120 -0.053 0.152
Cl 1.9083 -7.2941 5.5341 0.071 0.034 -0.120
Cl 3.0411 -6.0138 3.2157 -0.025 -0.033 -0.045
Cl 3.2314 -4.7233 5.7814 0.166 0.053 -0.231
C 1.3244 -4.4731 9.4922 -0.015 -0.003 0.009
Cl 1.3393 -5.6915 8.2154 -0.215 -0.056 0.341
Cl 0.0936 -3.2576 9.1274 -0.005 0.010 -0.006
Cl 0.9634 -5.2340 11.0413 0.006 0.012 -0.019
Cl 2.9109 -3.6950 9.5710 0.014 0.011 -0.004
C 7.8819 -2.7614 3.1622 0.028 0.023 0.026
Cl 7.4897 -2.0741 4.7397 -0.007 0.002 -0.014
Cl 9.4976 -3.4624 3.2015 -0.016 0.007 -0.012
Cl 6.7061 -4.0173 2.7588 0.008 -0.117 0.169
Cl 7.8150 -1.4934 1.9314 -0.009 0.016 -0.027
C -2.9467 -3.4416 1.5765 -0.058 -0.007 0.013
Cl -4.3562 -4.4754 1.3741 0.208 -0.053 0.420
Cl -1.9473 -4.0420 2.9024 -0.154 0.009 -0.128
Cl -2.0055 -3.4459 0.0707 -0.051 0.049 0.020
Cl -3.4788 -1.7974 1.9424 0.033 0.074 -0.022
C -5.2625 6.2025 -4.8841 -0.053 0.002 -0.041
Cl -5.3925 5.0305 -6.1992 0.010 -0.009 0.004
Cl -6.4023 7.5191 -5.1443 0.024 -0.023 0.005
Cl -5.6171 5.4030 -3.3472 0.010 -0.015 0.019
Cl -3.6139 6.8432 -4.8317 -0.110 0.014 0.018
C -0.5589 7.4068 -1.9627 -0.084 0.130 -0.025
Cl -1.2456 5.8618 -1.4268 -0.122 0.183 0.146
Cl -0.6550 7.5005 -3.7212 0.215 0.025 -0.005
Cl -1.4607 8.7309 -1.2422 0.026 -0.045 -0.014
Cl 1.1359 7.4895 -1.4590 0.015 -0.036 0.003
C -6.7632 -4.6922 -2.6781 -0.060 -0.053 0.025
Cl -5.9155 -4.6147 -1.1244 -0.166 0.040 -0.411
Cl -6.1929 -3.3766 -3.7134 0.008 0.016 -0.009
Cl -6.4278 -6.2400 -3.4553 0.005 0.013 0.008
Cl -8.4991 -4.5235 -2.4149 0.028 0.002 0.003
C 7.1870 -4.2600 -1.3761 0.046 -0.056 -0.041
Cl 8.1562 -2.8114 -1.6632 0.000 0.010 0.004
Cl 5.5887 -3.7843 -0.7734 0.049 -0.014 -0.024
Cl 7.0005 -5.1518 -2.8869 -0.016 0.006 0.001
Cl 7.9878 -5.2807 -0.1819 0.013 0.012 -0.106
C -1.9820 2.1758 4.7075 -0.069 0.014 0.034
Cl -1.3265 0.6788 4.0180 0.005 -0.047 -0.018
Cl -1.1134 3.5583 4.0230 0.020 0.006 -0.044
Cl -3.6964 2.3113 4.3204 0.048 -0.031 0.073
Cl -1.7635 2.1495 6.4543 0.008 0.009 -0.013
```
Positions in Å, forces in eV/Å.

Output
Maximum force (Eh/bohr): 0.024
E_HOMO (eV): -12.4
Energy (eV): -533521.8532
Charge: +1
Lowest unoccupied orbital energy (hartree): -0.138

Atomic charges from the Löwdin analysis, expressed in e, are listed below:
1. C -0.071
2. C -0.223
3. C -0.308
4. C -0.020
5. N -0.041
6. C -0.127
7. C -0.073
8. C -0.588
9. F 0.119
10. F 0.069
11. F 0.132
12. C -0.317
13. N 0.147
14. N 0.133
15. C 0.004
16. H 0.031
17. H 0.084
18. H 0.080
19. H 0.120
20. H 0.014
21. H 0.126
22. H 0.068
23. H 0.081
24. H 0.084
25. H 0.131
26. H 0.046
27. H 0.111
28. H 0.082
29. H 0.118
30. H 0.052
31. H 0.174
32. H 0.105
33. H 0.085
34. H 0.068
35. C -2.001
36. Cl 0.549
37. Cl 0.493
38. Cl 0.511
39. Cl 0.549
40. C -2.028
41. Cl 0.475
42. Cl 0.529
43. Cl 0.521
44. Cl 0.512
45. C -2.048
46. Cl 0.482
47. Cl 0.520
48. Cl 0.540
49. Cl 0.518
50. C -2.046
51. Cl 0.538
52. Cl 0.547
53. Cl 0.470
54. Cl 0.511
55. C -2.014
56. Cl 0.522
57. Cl 0.506
58. Cl 0.514
59. Cl 0.557
60. C -2.055
61. Cl 0.530
62. Cl 0.548
63. Cl 0.523
64. Cl 0.489
65. C -2.031
66. Cl 0.578
67. Cl 0.518
68. Cl 0.569
69. Cl 0.529
70. C -2.052
71. Cl 0.467
72. Cl 0.512
73. Cl 0.532
74. Cl 0.534
75. C -2.050
76. Cl 0.518
77. Cl 0.476
78. Cl 0.538
79. Cl 0.524
80. C -2.050
81. Cl 0.505
82. Cl 0.517
83. Cl 0.557
84. Cl 0.549



An isolated molecule of C5H8O in a non-equilibrium geometry, computed with the ωB97M-V functional and the def2-TZVPD basis.

Structure (XYZ):
```
14
Properties=species:S:1:pos:R:3:forces:R:3
C 1.8915 0.9317 1.2097 -1.500 2.321 2.313
C 1.5851 0.0616 0.2888 -2.125 0.914 -1.847
C 0.1307 0.1205 -0.1741 -0.337 -3.504 -2.796
O -0.1909 0.6272 -1.5399 1.950 0.983 3.310
C -0.7299 -0.8222 0.3584 1.160 4.435 -2.171
C -2.1626 -0.8250 -0.0401 -1.482 -1.824 2.391
H 1.1616 1.8455 1.5022 1.670 -2.527 -0.632
H 2.6666 0.7032 1.9060 1.116 0.610 0.045
H 2.2792 -0.6405 -0.1719 -0.316 -0.185 0.442
H -0.6565 -0.0095 -2.0458 -0.822 -1.192 -0.312
H -0.5822 -1.1543 1.3476 0.671 -0.635 0.820
H -2.4106 -1.8277 0.5524 -0.998 2.282 -1.325
H -2.5958 0.1228 0.4041 0.011 -1.370 -0.016
H -2.6243 -0.8574 -1.0310 1.003 -0.309 -0.221
```
Positions in Å, forces in eV/Å.

Output
ΔE to the lowest compared entry with this formula, charge and spin (kJ/mol): 342.0
Maximum force (Eh/bohr): 0.099
E_HOMO (eV): -9.0
Energy (eV): -7358.7110
Structure (SMILES): C=C/C(O)=C/C
Charge: 0
Lowest unoccupied orbital energy (hartree): 0.024

Atomic charges from the Löwdin analysis, expressed in e, are listed below:
1. C -0.015
2. C -0.150
3. C -0.240
4. O -0.025
5. C -0.135
6. C -0.121
7. H 0.126
8. H 0.040
9. H 0.109
10. H 0.050
11. H 0.088
12. H 0.110
13. H 0.100
14. H 0.062